No. 1
107
Properties=species:S:1:pos:R:3:lowdin_charge:R:1 method="wB97M-V/def2-TZVPD" total_energy_ev=-72082.510 total_charge=+1 lumo_energy_ev=-3.55 e_homo_ev=-11.263
S 1.48450 -0.39133 -2.31490 0.634
F 1.71428 0.79499 -3.27944 -0.091
O -1.64081 1.91149 5.70889 -0.217
O -5.40541 0.67126 1.02753 0.149
O -3.24932 2.86110 7.99038 -0.184
O 2.75537 -0.83909 -1.86850 -0.232
O 1.62869 -1.43149 -6.12276 -0.218
O 0.73518 -1.41612 -2.94995 -0.232
O -3.43228 -0.03591 0.48607 -0.152
O 4.68926 -4.16533 -0.25702 -0.174
O 2.35469 -5.47416 0.99682 -0.205
N -1.58011 -3.52332 3.81991 0.107
N -4.75772 0.46377 0.09738 0.048
N 1.01391 1.12492 2.02892 -0.091
N -0.99361 -0.81122 0.53961 0.073
C -2.26506 1.84178 8.05812 -0.202
C -0.34316 4.92788 -0.36632 0.032
C -1.82453 -1.38931 2.85281 0.000
C -0.54088 1.13537 -0.75834 -0.273
C 0.69069 0.16174 -0.80795 -0.230
C -4.43090 2.45333 7.32249 -0.107
C 0.35031 0.95231 -6.36183 -0.203
C -1.68433 1.02334 -1.77781 -0.112
C -0.82615 3.70900 -0.61815 -0.171
C 2.35471 -2.62405 -5.90281 -0.108
C -1.24825 2.67181 -5.31037 -0.180
C -1.99058 -2.26688 3.89887 -0.088
C 0.40410 -1.09138 0.04555 -0.066
C -1.16501 2.06886 7.04503 -0.196
C -0.42721 1.35859 1.87854 -0.157
C -1.86549 3.14937 5.05703 -0.114
C 4.26735 -4.63909 -1.52683 -0.093
C 1.67683 0.80713 -7.11739 -0.160
C -2.58602 1.03464 0.90058 -0.150
C 1.53253 2.02885 3.06628 -0.080
C -0.80949 -3.05847 1.58003 0.006
C -1.21773 -1.73610 1.68576 -0.153
C -1.08738 0.68236 0.67168 -0.238
C -0.91850 2.50375 -3.78848 -0.183
C 0.00725 2.43098 -6.16121 -0.215
C -1.02855 -3.86405 2.66358 -0.114
C 3.66438 -3.50321 0.45555 -0.216
C -1.36403 1.11220 -3.28477 -0.165
C 2.23648 -0.62660 -7.12122 -0.223
C 3.07476 -4.37948 1.54165 -0.207
C 3.07525 -6.69793 1.05407 -0.097
C 0.13177 2.53444 -0.72488 -0.130
H 2.07962 -1.07826 -8.10806 0.123
H -1.82948 1.88082 9.06078 0.130
H -4.99367 1.74855 7.94266 0.092
H -2.07563 2.01319 -5.58133 0.109
H 0.15879 2.65010 -3.71087 0.087
H -2.79061 1.22427 1.95778 0.112
H 5.05106 -5.28467 -1.91836 0.094
H -2.39751 2.94242 4.12657 0.077
H 4.11824 -2.62250 0.92458 0.129
H 0.46688 0.46877 -5.39227 0.073
H 0.70967 2.59443 -1.65420 0.117
H -2.84972 1.97238 0.40583 0.120
H -0.19261 2.85121 -7.15535 0.115
H 1.46359 1.06333 -8.15993 0.114
H -2.71645 0.85395 7.92453 0.126
H 3.08064 -2.51669 -5.08803 0.084
H -5.04331 3.33814 7.15825 0.091
H -1.44864 3.28775 -3.24371 0.104
H 1.34820 3.06400 2.77268 0.087
H -0.71631 3.05637 7.18156 0.130
H 3.85654 -4.72504 2.22330 0.131
H 2.85434 -2.97410 -6.81074 0.089
H -0.73787 0.30849 -3.66730 0.078
H 2.35776 -3.78514 2.12336 0.110
H 2.53589 -7.42974 0.45557 0.091
H 2.41627 1.52703 -6.76239 0.111
H -1.54715 -1.23347 -0.21354 0.195
H 0.47541 -1.96145 -0.60703 0.123
H 3.12689 -7.05885 2.08585 0.092
H -1.56017 3.70724 -5.46535 0.107
H 1.51775 0.65592 -0.29730 0.122
H 2.59619 1.87607 3.22991 0.089
H 0.85031 2.99938 -5.75938 0.112
H -2.25813 0.10067 -1.64342 0.120
H -0.55906 2.43493 1.73242 0.132
H 1.63503 -3.38687 -5.59784 0.089
H -2.46115 -1.93998 4.81792 0.126
H -0.38359 1.31843 7.19779 0.125
H -2.21047 -0.39007 2.99740 0.102
H 3.31381 -0.57984 -6.91535 0.121
H 1.13321 0.16769 2.34551 0.104
H -2.40351 1.82191 -1.59932 0.107
H 3.34018 -5.21315 -1.45491 0.085
H -0.47109 0.48620 -6.90938 0.129
H -1.90342 3.63494 -0.74621 0.097
H 2.87988 -3.15579 -0.22726 0.104
H -2.33111 0.96663 -3.77633 0.120
H -0.91016 1.12423 2.83441 0.107
H 4.08467 -6.58875 0.65307 0.088
H -4.20984 1.99214 6.35581 0.078
H -2.46802 3.82950 5.66170 0.091
H -0.92429 5.68628 0.14251 0.065
H -0.71230 -4.90012 2.56984 0.127
H 0.98588 1.86559 4.00756 0.080
H -0.35005 -3.47782 0.69634 0.127
H 1.11905 -1.24339 0.84512 0.135
H 4.12612 -3.79952 -2.21553 0.085
H 0.66829 5.14618 -0.70308 0.077
H 0.85255 2.61086 0.08455 0.110
H -0.90715 3.62449 4.81634 0.085

No. 2
100
Properties=species:S:1:pos:R:3:lowdin_charge:R:1 method="wB97M-V/def2-TZVPD" total_energy_ev=-69933.061 total_charge=+1 lumo_energy_ev=-2.16 e_homo_ev=-8.825
Sr 0.68941 -0.25508 0.67480 1.071
P 0.48597 -0.67329 -2.24666 1.076
P 3.42569 -2.50536 1.84887 0.578
P -1.54816 0.05985 2.61960 1.027
O -0.79750 -3.99575 0.31937 0.089
O 2.52188 -1.28781 1.68603 -0.599
N -1.98277 0.13998 -0.32093 0.076
N 0.71664 1.91140 -0.41107 -0.102
C -1.96620 0.68732 -1.55620 -0.316
C -0.30087 -2.06893 -3.25309 -0.667
C -1.58194 1.95302 2.93755 -0.656
C -2.24174 2.26085 4.28741 -0.101
C 2.77720 -3.53030 3.17870 -0.156
C -0.63013 0.90002 -2.25099 -0.281
C -4.36344 0.90241 -1.54028 -0.034
C 3.06931 0.27920 -1.73054 -0.116
C 0.02285 3.67045 -2.05442 -0.546
C -1.11042 -2.49683 3.70563 -0.102
C -0.37468 -2.92498 0.28452 -0.017
C -3.14973 1.07361 -2.19912 -0.025
C 2.19033 -0.14527 -2.92806 -0.668
C 0.13552 -0.58351 4.73284 -0.097
C -0.47218 3.72434 -3.48183 -0.071
C 2.02309 1.02811 -3.89270 -0.083
C 0.14333 2.18421 -1.46766 -0.406
C -0.10206 2.44272 2.91322 -0.098
C -2.36295 2.68760 1.83832 -0.087
C -3.13906 -0.38160 1.82603 -0.273
C 2.90841 -1.29976 -3.64350 -0.089
C -3.14517 0.04267 0.34633 -0.335
C -0.34036 -1.69676 -4.74723 -0.079
C -1.22543 -1.02507 4.15359 -0.690
C -2.34937 -0.88349 5.18615 -0.093
C 3.33651 -3.47818 0.33410 -0.154
C 5.11759 -1.96052 2.10457 -0.156
C 1.39414 4.37462 -1.92395 -0.046
C -0.98668 4.41107 -1.18737 -0.067
C -4.36721 0.34036 -0.26995 -0.026
C -1.73312 -2.29418 -2.73222 -0.099
C 0.53591 -3.35912 -2.98888 -0.100
H 0.17715 2.85072 1.92571 0.055
H 1.77452 1.95413 -3.35700 0.060
H 5.48715 -1.42884 1.21706 0.068
H -2.10413 -3.24354 -3.14646 0.096
H 1.37688 5.06907 -1.07388 0.081
H -1.49708 3.35127 -3.55865 0.071
H 2.98657 1.18830 -4.39911 0.097
H -1.77078 -2.37806 -1.63835 0.036
H 0.63961 1.65947 3.15962 0.051
H -3.24531 1.81424 4.37525 0.085
H -2.35933 3.35453 4.36036 0.092
H 5.18863 -1.26039 2.94882 0.071
H 2.38293 -1.61740 -4.55493 0.074
H -1.33064 -1.95971 -5.14432 0.084
H 0.17230 3.17670 -4.17273 0.072
H 1.27829 -3.51585 -3.78155 0.070
H -2.00713 -2.85015 3.17827 0.078
H -5.27304 0.14033 0.29222 0.117
H -2.32868 -1.76387 5.84547 0.086
H -1.99423 3.99522 -1.31006 0.081
H 5.77727 -2.81656 2.29550 0.065
H -0.13176 -4.23304 -2.98870 0.087
H 1.85880 -4.03447 2.85259 0.056
H 3.89790 -0.92303 -3.94850 0.094
H 3.97230 -4.36753 0.43072 0.071
H 3.31890 -0.56611 -1.06627 0.053
H 0.35086 -1.20337 5.61321 0.095
H -3.26789 -1.47473 1.91293 0.088
H -3.35098 -0.83829 4.73231 0.081
H -0.78681 1.14729 -3.31033 0.077
H -0.98317 -3.11404 4.60794 0.095
H 2.20650 3.65922 -1.74253 0.065
H -1.90944 2.53024 0.85152 0.056
H -2.32511 3.76715 2.05484 0.103
H 0.01155 3.23543 3.66998 0.092
H -1.61683 1.94352 5.13464 0.069
H -3.97853 0.06094 2.39152 0.092
H 2.62309 1.07953 -1.12038 0.040
H 3.67276 -2.88401 -0.52550 0.050
H -2.20569 -0.00254 5.82299 0.071
H 2.30306 -3.79576 0.14808 0.036
H 1.27150 0.84782 -4.67628 0.075
H -5.29208 1.20751 -2.01568 0.116
H -0.47793 4.77549 -3.79176 0.092
H -3.08320 1.49293 -3.19972 0.115
H 0.14077 0.46786 5.05675 0.074
H -0.17678 -0.62973 -4.96898 0.063
H 0.96613 -0.72942 4.01826 0.060
H -0.70196 4.34067 -0.13096 0.070
H 0.39181 -2.27831 -5.32431 0.076
H 2.52911 -2.93097 4.06401 0.061
H -3.42119 2.39806 1.79629 0.085
H 1.05524 -3.35638 -2.01582 0.038
H 3.07810 -2.15968 -2.97824 0.069
H 3.51204 -4.29775 3.45783 0.066
H 4.01350 0.67038 -2.13293 0.096
H -2.41355 -1.49615 -3.05281 0.079
H -1.00831 5.46997 -1.47328 0.094
H 1.63715 4.94898 -2.83044 0.084
H -0.23344 -2.67532 3.06482 0.042